# 1
98
Properties=species:S:1:pos:R:3:forces:R:3:lowdin_charge:R:1 method="wB97M-V/def2-TZVPD" homo_energy_ev=-15.49 charge=+3 e_above_lowest_ev=0.489
W 0.0959 0.2232 0.1008 -0.6 0.4 -0.4 0.874
F 7.2891 0.6830 2.4705 0.0 0.0 0.0 0.200
C 5.9912 0.5115 2.4137 0.2 0.1 0.0 -0.113
C 5.3173 -0.0629 3.4747 0.2 -0.1 0.2 -0.116
F 5.9770 -0.4435 4.5469 0.0 0.0 0.0 0.188
C 3.9465 -0.2228 3.4106 -0.2 0.0 0.0 -0.206
F 3.3370 -0.7266 4.4777 0.0 0.0 0.0 0.136
C 3.2131 0.1394 2.2837 0.0 -0.1 -0.2 -0.300
P 1.4075 -0.0397 2.3156 0.1 -0.3 0.9 0.965
C 0.9543 1.1268 3.6282 -0.2 0.1 -0.2 -0.384
C 0.6609 0.7097 4.9224 0.0 0.0 0.0 -0.069
C 0.3156 1.6565 5.8797 0.0 0.0 0.0 -0.033
C 0.2743 3.0036 5.5529 0.0 0.0 0.0 -0.034
C 0.5739 3.4185 4.2591 0.0 0.0 0.0 -0.049
C 0.9094 2.4832 3.2948 0.1 0.0 0.1 -0.123
C 1.0852 -1.7159 2.9339 -0.2 0.0 -0.2 -0.393
C -0.1857 -1.9925 3.4416 0.0 -0.1 0.0 -0.121
C -0.4774 -3.2573 3.9316 0.0 0.1 0.0 -0.042
C 0.4972 -4.2491 3.9122 0.0 0.0 0.0 -0.042
C 1.7519 -3.9824 3.3813 0.0 0.0 0.0 -0.046
C 2.0456 -2.7211 2.8795 0.0 0.0 0.0 -0.100
C 3.9205 0.7282 1.2404 -0.1 -0.1 0.0 -0.533
Br 3.0447 1.3530 -0.3057 -0.2 0.2 -0.1 0.961
C 5.2829 0.9210 1.2960 0.0 0.1 -0.2 -0.246
F 5.9251 1.4990 0.2933 0.0 0.0 0.0 0.120
H 0.7114 -0.3346 5.1969 0.0 0.0 0.0 0.109
H 0.0811 1.3347 6.8866 0.0 0.0 0.0 0.124
H 0.0189 3.7353 6.3091 0.0 0.0 0.0 0.124
H 0.5387 4.4717 4.0053 0.0 -0.1 0.0 0.112
H 1.1426 2.8061 2.2863 0.0 0.0 0.0 0.072
H -0.9345 -1.2111 3.4857 0.0 0.0 0.0 0.096
H -1.4557 -3.4613 4.3491 0.0 0.0 0.0 0.121
H 0.2809 -5.2279 4.3239 0.0 0.1 0.0 0.124
H 2.5134 -4.7527 3.3724 0.0 0.0 0.0 0.124
H 3.0273 -2.5236 2.4680 0.0 0.0 0.0 0.111
S -1.5866 1.0685 1.5666 0.6 -0.2 -0.8 0.864
C -2.8251 -0.0786 1.7970 0.0 -0.1 0.1 -0.633
C -3.8924 0.1854 2.6696 -0.1 0.0 0.1 -0.068
C -4.9089 -0.7349 2.7669 0.0 0.0 -0.1 -0.015
C -4.8910 -1.9157 1.9979 0.0 0.0 0.0 -0.016
C -3.8382 -2.1957 1.1576 0.0 0.0 0.1 -0.072
C -2.7890 -1.2699 1.0653 -0.2 0.0 0.0 -0.618
S -1.3947 -1.5931 0.1364 0.4 0.6 0.0 0.775
H -3.9065 1.0962 3.2559 0.0 0.0 0.0 0.126
H -5.7352 -0.5468 3.4398 0.0 0.0 0.0 0.131
H -5.7162 -2.6138 2.0678 0.0 0.0 0.0 0.130
H -3.8161 -3.1101 0.5763 0.0 0.1 0.0 0.120
C -1.2894 5.8658 0.7613 -0.2 0.0 0.1 -0.163
Si 0.2404 5.3591 -0.1431 0.0 0.1 0.1 0.444
C 1.8042 5.6587 0.8031 0.1 -0.1 0.2 -0.159
C 0.3293 5.9921 -1.8731 0.0 -0.1 -0.2 -0.165
C 0.1272 3.4649 -0.2196 -0.1 -0.4 0.0 -0.082
C 0.0556 2.2344 -0.1471 0.1 -0.2 0.5 -0.429
H -1.2232 6.9179 1.0527 0.0 -0.1 0.0 0.054
H -1.4393 5.2725 1.6672 0.0 0.1 0.0 0.033
H -2.1728 5.7510 0.1284 0.0 0.0 0.1 0.047
H 1.9604 6.7355 0.9170 0.0 -0.1 0.0 0.057
H 2.6697 5.2475 0.2771 0.0 0.1 0.0 0.042
H 1.7700 5.2232 1.8064 0.0 0.1 -0.1 0.023
H 0.3956 7.0837 -1.8447 0.0 -0.1 0.0 0.056
H -0.5646 5.7259 -2.4419 0.1 0.0 0.0 0.044
H 1.2075 5.6125 -2.3996 0.0 0.1 0.0 0.043
S -0.9861 0.9854 -6.4605 0.1 -0.1 0.0 1.121
C -0.7993 0.6275 -4.7834 0.1 0.1 0.1 -0.480
C 0.4887 0.7833 -4.2310 -0.1 0.1 -0.1 -0.052
C 0.6885 0.5747 -2.8986 -0.1 0.0 0.0 -0.155
N -0.3105 0.2522 -2.0366 0.2 -0.2 -0.2 -0.184
C -1.5460 0.1028 -2.5682 0.1 0.0 0.1 -0.116
C -1.8187 0.2477 -3.9009 -0.1 0.0 -0.1 -0.019
C -2.4249 0.0505 -6.9372 0.1 0.1 0.0 -0.516
C -3.7140 0.4319 -6.6032 -0.1 0.1 -0.1 -0.088
C -4.7601 -0.3256 -7.1156 0.1 -0.2 -0.1 -0.110
N -4.5777 -1.3797 -7.9111 0.2 0.0 0.1 0.091
C -3.3302 -1.7223 -8.2339 -0.2 0.2 0.1 -0.105
C -2.2115 -1.0378 -7.7689 -0.1 0.0 0.0 -0.073
H 1.3252 1.0575 -4.8623 0.0 0.0 0.0 0.126
H 1.6823 0.6581 -2.4890 0.0 0.0 0.0 0.041
H -2.3445 -0.1206 -1.8790 0.0 -0.1 0.0 0.096
H -2.8294 0.0852 -4.2489 0.0 0.0 0.0 0.111
H -3.9167 1.3100 -6.0014 0.0 0.0 -0.1 0.117
H -5.7886 -0.0604 -6.8967 0.0 0.0 0.0 0.120
H -3.2180 -2.5703 -8.9002 0.0 0.0 0.0 0.121
H -1.2137 -1.3310 -8.0684 0.0 0.0 0.0 0.109
C -0.0595 -4.3631 0.1281 0.2 -0.2 0.1 -0.057
N 0.6643 -4.1315 -1.1127 -0.2 -0.1 0.1 -0.107
C 0.6447 -5.1393 -2.1953 -0.1 0.1 0.0 -0.054
C 1.6253 -4.5610 -3.2284 0.1 0.1 0.1 -0.071
N 1.8298 -3.1970 -2.7060 0.0 -0.1 -0.2 0.057
C 1.3324 -3.0621 -1.4832 -0.4 0.1 0.0 -0.663
S 1.7433 -1.6535 -0.5367 0.2 0.3 0.3 0.640
H 0.1769 -5.3620 0.4925 0.1 0.0 0.0 0.115
H -1.1338 -4.2925 -0.0365 0.0 -0.1 0.0 0.073
H 0.2501 -3.6364 0.8746 0.0 0.0 0.0 0.035
H -0.3695 -5.2337 -2.5840 0.0 0.0 0.0 0.139
H 0.9543 -6.1071 -1.8105 0.0 0.0 0.1 0.139
H 1.2179 -4.5356 -4.2333 -0.1 0.0 0.0 0.131
H 2.5702 -5.1007 -3.2503 0.0 0.0 0.0 0.136
H 2.5113 -2.5589 -3.0830 0.0 0.1 0.0 0.151

=====

# 2
100
Properties=species:S:1:pos:R:3:forces:R:3:lowdin_spin:R:1 method="wB97M-V/def2-TZVPD" homo_energy_ev="-5.20 / -4.64" multiplicity=2 charge=-1 e_above_lowest_ev=0.000 s_squared=1.014
Mn -1.2963 0.2474 0.5136 -0.1 0.0 0.2 0.999
C -1.9068 0.1515 -4.6798 0.1 0.0 0.0 0.000
O -2.9992 0.3479 -3.7456 0.2 -0.1 -0.1 0.000
C -2.4272 0.9354 -2.6593 0.2 0.0 0.2 -0.001
N -1.2067 1.2556 -2.7042 -0.3 0.1 -0.1 0.000
C -0.7026 0.8937 -4.0355 -0.3 0.1 0.1 0.000
C 0.6023 0.1383 -4.0100 -0.1 -0.2 -0.2 0.000
C 1.2579 -0.1621 -2.8287 -0.3 -0.4 -0.1 0.000
C 2.4760 -0.8237 -2.8687 0.0 -0.2 -0.1 0.000
C 3.0393 -1.2039 -4.0765 0.1 0.0 0.1 0.000
C 2.3842 -0.9048 -5.2621 0.0 0.0 -0.1 0.000
C 1.1762 -0.2288 -5.2252 0.0 0.0 0.0 0.000
C -3.3574 1.2509 -1.5382 0.1 0.1 -0.2 -0.003
C -4.7202 1.3838 -1.7719 0.1 0.2 0.0 -0.001
C -5.5330 1.8526 -0.7502 0.1 0.0 0.1 -0.003
C -4.9675 2.1794 0.4720 -0.1 0.0 -0.1 -0.001
C -3.6140 1.9463 0.6337 0.0 0.0 0.1 -0.003
N -2.8281 1.4739 -0.3336 0.2 -0.4 -0.1 -0.004
C -2.9373 2.0960 1.9322 -0.4 0.2 -0.1 -0.004
N -1.7705 1.6664 2.1501 0.3 -0.1 -0.6 -0.001
C -1.5058 1.8122 3.5776 0.1 -0.1 0.0 0.002
C -2.6788 2.6999 4.0489 0.0 0.0 0.0 0.000
O -3.6177 2.6684 2.9442 0.1 0.0 0.1 -0.002
C -0.1338 2.3565 3.8892 0.0 0.0 0.0 0.000
C 0.1657 2.7540 5.1898 0.0 0.0 0.0 0.000
C 1.4296 3.2294 5.5051 0.0 0.0 0.0 0.000
C 2.4059 3.3098 4.5207 0.0 0.0 0.0 0.000
C 2.1120 2.9090 3.2258 0.0 0.0 0.0 0.000
C 0.8481 2.4271 2.9089 0.0 0.0 0.0 0.000
H -2.2097 0.5743 -5.6365 0.0 0.0 0.0 0.000
H -1.7253 -0.9187 -4.7915 0.0 0.0 0.1 0.000
H -0.5058 1.8236 -4.5797 -0.1 0.1 0.1 0.000
H 0.8318 0.1399 -1.8873 -0.1 -0.4 -0.1 0.000
H 2.9886 -1.0329 -1.9413 0.1 0.0 0.1 0.000
H 3.9956 -1.7138 -4.0973 0.0 0.0 0.0 0.000
H 2.8228 -1.1801 -6.2133 0.0 0.0 0.0 0.000
H 0.6800 0.0314 -6.1553 0.0 0.0 0.0 0.000
H -5.1117 1.1553 -2.7518 0.0 0.0 0.0 0.000
H -6.5978 1.9618 -0.9081 0.0 0.0 0.0 0.000
H -5.5491 2.5500 1.3029 0.0 0.0 0.0 0.000
H -1.5910 0.8106 4.0159 0.0 0.0 -0.1 0.000
H -2.3684 3.7336 4.2101 0.0 0.0 0.0 0.000
H -3.1901 2.3238 4.9313 0.0 0.0 0.0 0.000
H -0.5904 2.6898 5.9661 0.0 0.0 0.0 0.000
H 1.6537 3.5321 6.5205 0.0 0.0 0.0 0.000
H 3.3946 3.6770 4.7658 0.0 0.0 0.0 0.000
H 2.8660 2.9650 2.4507 0.0 0.0 0.0 0.000
H 0.6261 2.0818 1.9070 0.0 0.0 0.0 0.000
C 1.7548 -5.4549 4.1728 0.0 0.0 0.0 0.000
C 2.3859 -4.9442 2.9119 -0.1 0.0 0.0 0.000
C 2.8399 -5.8005 1.9224 0.0 0.0 0.1 0.000
C 3.3541 -5.2967 0.7381 0.0 0.0 0.0 0.000
Cl 3.8872 -6.4059 -0.5061 0.0 0.0 0.0 0.000
C 3.4371 -3.9378 0.5226 0.0 0.1 0.0 0.000
C 2.9843 -3.0659 1.5064 -0.1 0.0 0.0 0.000
C 2.4526 -3.5645 2.6890 0.0 0.1 0.0 0.000
O 1.9880 -2.7738 3.6945 -0.1 0.0 0.0 0.000
C 1.3615 -1.5464 3.3148 0.1 -0.1 -0.1 0.000
C 0.2587 -1.7455 2.2550 0.2 0.0 -0.1 0.001
O -0.3436 -2.8137 2.2368 -0.1 0.1 0.2 0.002
O 0.1416 -0.7489 1.4710 0.1 0.1 0.4 0.003
H 1.8470 -6.5389 4.2416 0.0 0.0 0.0 0.000
H 0.6976 -5.1821 4.1875 0.0 0.0 0.0 0.000
H 2.2109 -5.0035 5.0543 0.0 0.0 0.0 0.000
H 2.7781 -6.8720 2.0669 0.0 0.0 0.0 0.000
H 3.8426 -3.5565 -0.4038 0.0 0.0 0.0 0.000
H 3.0219 -1.9993 1.3271 0.0 0.0 0.0 0.000
H 2.0956 -0.8185 2.9646 0.0 0.0 0.0 0.000
H 0.9027 -1.1597 4.2254 0.0 0.0 0.0 0.000
O -1.4126 -1.4346 -1.0522 0.1 0.1 0.1 -0.004
S -1.6835 -2.8438 -0.5233 0.1 0.3 0.0 0.000
C -0.0498 -3.6387 -0.3878 0.0 -0.2 -0.1 0.000
C 0.1885 -4.5334 -1.6063 0.0 0.0 0.0 0.000
C -0.7336 -4.0384 -2.7185 0.0 -0.1 0.1 0.000
C -2.0599 -3.7890 -2.0212 -0.1 0.1 -0.1 -0.001
H -0.0091 -4.1505 0.5712 0.0 0.0 -0.1 0.000
H 0.6231 -2.7889 -0.3323 0.1 0.1 0.0 0.000
H -0.0554 -5.5701 -1.3551 0.0 0.0 0.0 0.000
H 1.2336 -4.5109 -1.9060 0.1 0.0 0.0 0.000
H -0.8210 -4.7502 -3.5418 0.0 0.0 0.0 0.000
H -0.3612 -3.0994 -3.1217 0.1 0.2 -0.1 0.000
H -2.5188 -4.7217 -1.6787 0.0 0.0 0.0 0.000
H -2.7914 -3.2113 -2.5868 0.0 0.0 0.0 0.000
O 3.6677 3.7637 -1.9446 0.0 0.0 0.0 0.001
S 2.3801 3.2967 -2.3927 0.0 0.1 0.1 0.001
O 2.2082 3.0983 -3.8109 0.0 0.0 0.0 0.001
N 1.8946 2.0027 -1.5561 0.2 0.6 0.4 0.007
C 0.8102 2.2508 -0.8416 -0.1 0.4 -0.1 0.003
O 0.2135 1.4304 -0.1226 0.5 -0.1 -0.1 0.005
C 0.3253 3.6781 -0.9479 0.0 0.0 0.0 0.000
C -0.7493 4.2720 -0.3134 0.0 0.0 0.0 0.000
C -1.0050 5.6136 -0.5710 0.0 0.0 0.0 0.000
C -0.1981 6.3375 -1.4463 0.0 0.0 0.0 0.000
C 0.8848 5.7369 -2.0800 0.0 0.0 0.0 0.000
C 1.1195 4.4049 -1.8065 0.0 0.0 0.0 0.000
H -1.3582 3.6912 0.3653 0.0 0.0 0.0 0.000
H -1.8398 6.1052 -0.0863 0.0 0.0 0.0 0.000
H -0.4168 7.3814 -1.6346 0.0 0.0 0.0 0.000
H 1.5211 6.2911 -2.7574 0.0 0.0 0.0 0.000
Cl -3.0196 -0.9108 1.4838 -0.7 -0.3 0.4 0.004